DFT (ωB97M-V with the def2-TZVPD basis set) results for a cluster of 2 separate species, C5H9N in total.

Calculated values
Total charge: 0
LUMO energy (spin up / spin down) (eV): 0.288 / 0.892
Energy above the lowest of the compared OMol25 structures with the same formula, charge and spin (kcal/mol): 160.2
Kohn-Sham gap (spin up / spin down) (eV): 6.625 / 9.720

Geometry (Å):
C -0.5039 -0.3312 -3.2966
C -1.1846 -0.0250 -2.2465
C 0.2764 0.4612 0.6188
C 0.2698 1.8389 1.1797
C 0.5251 -1.5139 1.9416
N 0.2326 -0.7074 0.8219
H -0.8770 -0.7493 -4.1630
H 0.4882 -0.0880 -3.3778
H -2.1775 -0.1424 -2.2306
H 0.0042 2.6323 0.4501
H -0.4203 1.9070 2.0729
H 1.2328 2.0929 1.6853
H 1.3774 -2.3090 1.5891
H -0.1902 -2.1880 2.1966
H 0.9470 -0.8781 2.7585

***

DFT (ωB97M-V with the def2-TZVPD basis set) results for the molecule C8H8OS.

Calculated values
Total charge: 0
LUMO energy (spin up / spin down) (eV): -0.962 / -1.132
Energy above the lowest of the compared OMol25 structures with the same formula, charge and spin (kcal/mol): 53.4
Kohn-Sham gap (spin up / spin down) (eV): 6.523 / 7.578

Geometry (Å):
C -2.6497 -1.6278 0.0492
C -1.3816 -1.0564 -0.0192
C -3.6781 -0.7319 0.0571
C -1.4734 0.3396 -0.0353
C 1.0769 1.1960 -0.0551
C -0.4831 1.3491 0.0596
C 2.0526 0.0330 0.0454
C 3.5424 0.3232 -0.0631
O 1.6486 2.2832 -0.3123
S -3.1214 0.8999 -0.0790
H -2.8325 -2.7805 0.0621
H -0.5637 -1.6392 -0.3072
H -4.7129 -1.1227 -0.1016
H -0.9249 2.2915 0.1514
H 1.6971 -0.9166 0.4835
H 4.0160 0.6038 1.0573
H 3.7992 1.1814 -0.6753
H 3.9885 -0.6255 -0.3174

***

DFT (ωB97M-V with the def2-TZVPD basis set) results for a structure of composition C40H31N4O3PPdS.

Calculated values
Total charge: 0
Spin multiplicity: 3
LUMO energy (spin up / spin down) (eV): 0.068 / -0.386
Kohn-Sham gap (spin up / spin down) (eV): 6.317 / 6.890

Geometry (Å):
Pd 0.7313 1.0608 -1.7810
O 2.6865 2.6599 -2.6976
C 2.5588 1.6838 -2.0144
C 3.7253 0.9226 -1.4452
C 5.0101 1.4414 -1.4473
C 6.0387 0.7038 -0.8836
C 5.7858 -0.5560 -0.3473
C 4.4982 -1.0768 -0.3633
C 3.4663 -0.3243 -0.9087
P 1.7219 -0.8106 -1.0746
C 1.2321 -1.6342 0.4555
C 1.8759 -1.3472 1.6564
C 1.4430 -1.9404 2.8357
C 0.3515 -2.7991 2.8263
C -0.3184 -3.0600 1.6340
C 0.1231 -2.4841 0.4520
C 1.7703 -2.1507 -2.3318
C 2.1254 -3.4618 -2.0040
C 2.1608 -4.4482 -2.9807
C 1.8502 -4.1340 -4.2977
C 1.5125 -2.8313 -4.6381
C 1.4627 -1.8462 -3.6571
H 5.1866 2.4214 -1.8758
H 7.0444 1.1104 -0.8570
H 6.5971 -1.1360 0.0813
H 4.3032 -2.0633 0.0445
H 2.6966 -0.6370 1.6753
H 1.9528 -1.7199 3.7676
H 0.0140 -3.2611 3.7473
H -1.1938 -3.7020 1.6277
H -0.4012 -2.6908 -0.4735
H 2.3704 -3.7135 -0.9788
H 2.4302 -5.4646 -2.7129
H 1.8678 -4.9072 -5.0576
H 1.2784 -2.5825 -5.6671
H 1.1767 -0.8438 -3.9085
C -3.2106 -3.8653 4.7772
O -2.6991 -2.5829 4.4451
C -3.4818 -1.8107 3.6491
C -2.9716 -0.5560 3.3037
C -3.6901 0.2835 2.4824
C -4.9461 -0.1135 1.9709
C -5.4499 -1.3634 2.3454
C -4.7283 -2.2080 3.1766
N -5.6740 0.6373 1.0678
N -5.1967 1.8132 0.7574
C -4.1887 2.0439 -0.0806
C -3.7141 3.3733 -0.2186
C -2.5288 3.6677 -0.8582
C -1.7031 2.6711 -1.3959
O -0.5505 2.9148 -1.9384
C -2.2032 1.3200 -1.3429
N -1.3894 0.3640 -1.8562
C -1.8344 -0.8720 -1.9733
C -3.1215 -1.2464 -1.5890
C -3.9208 -0.3136 -0.9706
C -3.4628 1.0026 -0.7992
H -2.4502 -4.3525 5.3757
H -3.4033 -4.4644 3.8827
H -4.1319 -3.7907 5.3597
H -2.0020 -0.2689 3.6960
H -3.2909 1.2553 2.2123
H -6.4197 -1.6648 1.9567
H -5.1461 -3.1695 3.4518
H -4.2981 4.1569 0.2504
H -2.1843 4.6938 -0.9136
H -1.1455 -1.5947 -2.3981
H -3.4657 -2.2612 -1.7494
H -4.9079 -0.5877 -0.6251
S 1.7412 2.4001 0.9653
C 1.9898 3.9733 0.3961
N 1.2887 4.4430 -0.6775
C 1.4981 5.6481 -1.2624
C 2.4116 6.5179 -0.7637
C 3.1278 6.1200 0.3853
C 2.9278 4.8896 0.9470
H 0.5822 3.8297 -1.0997
H 0.9010 5.8511 -2.1425
H 2.5874 7.4699 -1.2476
H 3.8456 6.8027 0.8270
H 3.4746 4.5661 1.8209

***

DFT (ωB97M-V with the def2-TZVPD basis set) results for the molecule C14H19NO5.

Calculated values
SMILES: CCOCCOC(=O)c1cccc(NC(=O)OCC)c1
Total charge: 0
LUMO energy (eV): 0.679
Energy above the lowest of the compared OMol25 structures with the same formula, charge and spin (kcal/mol): 13.0
Kohn-Sham gap (eV): 9.322

Geometry (Å):
C 2.4554 -4.2658 -4.8422
C 1.2713 -3.6882 -4.0696
O 1.4689 -3.6015 -2.6722
C 2.5123 -2.7745 -2.2215
C 2.3549 -1.2881 -2.5737
H 3.1685 -0.7322 -2.0956
H 2.3751 -1.1237 -3.6525
O 1.1044 -0.7783 -2.1337
C 1.0213 -0.4276 -0.8398
O 1.9566 -0.4677 -0.0804
C -0.3434 0.0295 -0.4773
C -0.5015 0.7575 0.6972
C -1.7665 1.1943 1.0719
C -2.8642 0.8805 0.2699
C -2.6987 0.1481 -0.8908
C -1.4409 -0.2785 -1.2758
H -1.3030 -0.8540 -2.1764
H -3.5594 -0.0897 -1.4978
H -3.8503 1.2131 0.5628
N -1.9962 1.9365 2.2297
C -1.0888 2.4341 3.1202
O 0.1063 2.3228 3.0834
O -1.7611 3.1028 4.0837
C -0.9514 3.6879 5.1058
C -1.8491 4.5038 6.0165
H -2.6096 3.8673 6.4606
H -2.3408 5.2912 5.4517
H -1.2539 4.9515 6.8067
H -0.4464 2.8874 5.6577
H -0.1842 4.3125 4.6354
H -2.9601 2.1640 2.4325
H 0.3611 0.9803 1.3038
H 3.4885 -3.1136 -2.5948
H 2.4954 -2.8816 -1.1341
H 0.4098 -4.3543 -4.1656
H 0.9943 -2.7092 -4.4842
H 2.7850 -5.1922 -4.3780
H 3.2907 -3.5698 -4.8703
H 2.1493 -4.4746 -5.8636

***

DFT (ωB97M-V with the def2-TZVPD basis set) results for a structure of composition C25H21N5O2PtS5.

Calculated values
Total charge: 0
LUMO energy (eV): -1.625
Energy above the lowest of the compared OMol25 structures with the same formula, charge and spin (kcal/mol): 24.9
Kohn-Sham gap (eV): 6.145

Geometry (Å):
Pt -0.7018 -0.1408 0.3271
S -0.1319 -0.8129 2.6226
C 1.5288 -0.3176 2.6393
C 2.1191 -0.0440 3.9202
N 2.5528 0.1784 4.9619
C 2.2267 -0.1585 1.5130
S 1.5838 -0.5637 -0.0604
C 3.5535 0.3881 1.5234
N 4.6002 0.8645 1.4957
C 0.0274 2.5211 2.4792
C 0.1362 2.8951 1.0397
C 0.4808 4.2420 0.7670
C 0.6456 4.6660 -0.5057
C 0.4473 3.7665 -1.5726
C 0.6188 4.1601 -2.9151
C 0.4269 3.2532 -3.9163
C 0.0097 1.9501 -3.6112
C -0.2078 1.5511 -2.3109
S -0.8923 -0.0153 -2.0199
C 0.0620 2.4450 -1.2561
N -0.0626 2.0245 0.0538
H -0.6645 3.1979 2.9847
H 1.0019 2.6166 2.9625
H -0.3373 1.5153 2.6050
H 0.6169 4.9136 1.6037
H 0.9229 5.6907 -0.7239
H 0.9096 5.1814 -3.1265
H 0.5767 3.5380 -4.9498
H -0.1768 1.2399 -4.4074
S -2.7757 1.2731 0.9275
C -4.2525 0.5333 0.4659
N -4.5846 -0.6871 0.8676
C -5.7524 -1.3974 0.3581
C -6.8778 -0.3930 0.1763
C -6.3928 0.7028 -0.7575
N -5.1279 1.2357 -0.2556
H -3.8637 -1.2103 1.3457
H -6.0203 -2.1715 1.0738
H -5.5145 -1.8813 -0.5926
H -7.1363 0.0403 1.1442
H -7.7643 -0.8746 -0.2318
H -7.1138 1.5162 -0.8177
H -6.2511 0.3015 -1.7638
H -4.8169 2.1440 -0.5583
O 0.2169 -8.4360 -0.3657
C 0.9455 -7.3262 -0.1025
O 2.1167 -7.4273 0.1263
C 0.2136 -6.0205 -0.0904
C 0.8219 -4.9479 0.5515
C 0.1875 -3.7227 0.6505
C -1.0789 -3.5497 0.0947
S -2.0286 -2.0705 0.2267
C -1.6795 -4.6129 -0.5806
C -1.0370 -5.8362 -0.6694
H -0.7145 -8.2198 -0.4933
H 1.8008 -5.1009 0.9867
H 0.6618 -2.9023 1.1640
H -2.6561 -4.4691 -1.0258
H -1.5198 -6.6235 -1.2392

***

no.,F_max (Eh/bohr),E (eV)
1,0.103,-6814.048
2,0.077,-21304.296
3,0.019,-77689.126
4,0.013,-26554.601
5,0.025,-95236.550